[1]
13
Properties=species:S:1:pos:R:3:forces:R:3:lowdin_charge:R:1 method="wB97M-V/def2-TZVPD" gap_ev=8.37 lumo_energy_ev=-0.46 total_energy_ev=-39232.7536 charge=0
C 1.18937 -0.01552 -2.23897 -0.60 -2.22 0.88 -0.381
S -0.27975 0.86093 -1.60143 0.50 0.20 0.09 0.854
C -0.19042 0.44401 0.09776 -0.44 -2.16 0.68 -0.965
N -0.08438 -0.75353 0.58724 0.32 1.19 -0.11 -0.085
O 0.03392 -1.80634 -0.32924 -0.31 0.70 0.27 -0.077
S -0.43601 1.75163 1.29824 -0.36 -0.32 -0.07 0.855
C -1.35994 0.99551 2.59922 0.53 0.04 0.14 -1.039
S -1.68380 1.81299 3.96108 -0.02 -0.28 -0.53 0.601
H 1.97223 -0.12764 -1.45811 -0.52 0.39 -0.62 0.060
H 0.90558 -1.06015 -2.56855 0.28 1.24 0.41 0.051
H 1.50546 0.52816 -3.08695 0.57 0.70 -0.76 0.006
H 0.02269 -2.55984 0.27625 0.05 0.04 -0.21 0.103
H -1.59494 -0.07022 2.46347 0.00 0.49 -0.17 0.017

***

[2]
10
Properties=species:S:1:pos:R:3:forces:R:3:lowdin_charge:R:1 method="wB97M-V/def2-TZVPD" gap_ev=9.04 lumo_energy_ev=0.66 total_energy_ev=-15514.3854 charge=0
C -1.29181 -0.33877 -0.08605 -2.68 3.06 2.66 -0.251
N -1.31248 -0.60324 1.20081 1.71 -0.96 -2.78 -0.352
S 0.30155 -0.78795 1.75082 0.11 0.54 -0.09 0.779
C 1.12418 -0.12771 0.19142 3.68 3.30 4.04 -0.484
C 0.05603 0.42433 -0.63872 -4.94 0.11 -1.29 -0.263
H -2.45088 -0.09910 -0.35592 3.03 -0.59 -0.49 0.139
H 1.83702 0.82062 0.60809 -1.77 -2.53 -0.99 0.129
H 1.90160 -0.83299 -0.17573 -1.23 0.27 -0.37 0.074
H -0.35605 1.56977 -0.93097 1.87 -2.80 1.62 0.181
H 0.19084 -0.02496 -1.56376 0.22 -0.40 -2.31 0.049

***

[3]
10
Properties=species:S:1:pos:R:3:forces:R:3:lowdin_charge:R:1 method="wB97M-V/def2-TZVPD" gap_ev=8.95 lumo_energy_ev=0.64 total_energy_ev=-15516.6294 charge=0
C -0.98076 -1.20287 -0.66568 2.29 2.03 0.72 0.025
C -0.92569 0.01428 -0.08334 1.17 -1.24 -0.51 -0.188
C 0.35510 0.82096 -0.01362 -0.10 0.04 -0.06 -0.925
N 1.34222 0.42658 0.81495 -1.03 -0.83 0.04 0.070
S 0.54025 2.17526 -0.91295 -0.23 0.33 -0.26 0.625
H -1.84554 -1.77652 -0.70298 -1.47 -0.80 -0.17 0.030
H -0.05023 -1.61860 -1.08818 -0.63 0.12 0.19 0.076
H -1.77616 0.51644 0.33437 -0.39 0.08 0.08 0.091
H 2.11854 1.05039 0.93749 0.20 -0.08 0.02 0.086
H 1.22228 -0.40593 1.37995 0.19 0.34 -0.06 0.110

***

[4]
10
Properties=species:S:1:pos:R:3:forces:R:3:lowdin_charge:R:1 method="wB97M-V/def2-TZVPD" gap_ev=9.08 lumo_energy_ev=0.64 total_energy_ev=-15514.8677 charge=0
C -0.10297 -0.56826 -1.01067 0.07 -0.27 0.17 -0.283
C -0.14270 -0.04376 0.21363 -0.35 2.61 -0.85 -0.527
C 0.65386 0.01754 1.44571 3.14 -1.98 -2.80 -0.100
N -1.11396 0.12275 -1.70648 -1.03 -0.03 1.40 -0.312
S -1.31382 1.23307 -0.36487 0.23 -0.81 0.54 0.866
H 0.43697 -1.44894 -1.26201 0.25 -0.47 -0.96 0.099
H 0.80545 0.97598 1.79007 0.28 2.31 0.47 0.042
H 0.16520 -0.48841 2.16767 -1.29 -1.91 2.76 0.028
H 1.73095 -0.44472 1.27605 -2.22 0.74 0.37 0.135
H -1.11896 0.64476 -2.54910 0.91 -0.20 -1.11 0.051

***

[5]
11
Properties=species:S:1:pos:R:3:forces:R:3:lowdin_charge:R:1 method="wB97M-V/def2-TZVPD" gap_ev=9.05 lumo_energy_ev=0.26 total_energy_ev=-26348.1572 charge=0
C 0.20859 -0.49038 -0.59270 -3.02 -1.09 -1.58 -0.307
C -0.93801 -0.39093 0.45460 2.01 2.87 1.15 -0.496
C 1.99631 1.18189 0.01747 -1.12 0.71 0.05 -0.299
N 1.38030 0.08538 -0.12719 1.97 2.33 0.42 -0.486
S -2.22781 0.75326 -0.20722 0.29 0.34 0.87 0.688
S 3.16097 -0.19554 -0.04456 0.50 -1.12 -0.11 0.688
H 0.53815 -1.47915 -0.77639 -0.39 -1.37 -0.42 0.098
H -0.27816 -0.06769 -1.56370 1.68 -0.40 1.42 0.124
H -1.53076 -1.14892 0.84728 -0.34 -2.36 -0.21 0.019
H -0.35796 -0.04555 1.39620 -1.49 0.14 -1.34 0.115
H -1.95162 1.79762 0.59620 -0.08 -0.05 -0.24 -0.143

***

[6]
11
Properties=species:S:1:pos:R:3:forces:R:3:lowdin_charge:R:1 method="wB97M-V/def2-TZVPD" gap_ev=9.21 lumo_energy_ev=0.57 total_energy_ev=-26350.3170 charge=0
C 0.37249 -0.47778 0.74148 -2.06 1.64 -0.28 -0.496
C 0.20775 0.61439 -0.36037 0.76 -0.52 0.55 -0.347
N -1.18415 0.70110 -0.76255 -0.92 -2.47 -2.09 -0.418
S -2.42990 0.52148 0.45270 0.02 -0.20 0.31 0.813
C -1.76002 -0.72784 -0.65581 1.41 1.38 1.49 -0.794
S -0.52012 -1.90778 -0.00312 0.47 0.90 0.13 0.809
H 1.39008 -0.28713 0.98406 1.20 -1.67 0.34 0.068
H -0.24011 -0.18617 1.64222 0.72 -0.24 -0.91 0.048
H 0.43228 1.57656 0.11670 0.41 -0.06 -0.46 0.110
H 0.94599 0.34257 -1.25450 -1.92 0.83 1.67 0.159
H -2.44317 -1.21925 -1.31850 -0.10 0.40 -0.75 0.048

***

[7]
11
Properties=species:S:1:pos:R:3:forces:R:3:lowdin_charge:R:1 method="wB97M-V/def2-TZVPD" gap_ev=6.62 lumo_energy_ev=-1.52 total_energy_ev=-26348.9071 charge=0
S 2.19146 0.67511 -1.82614 1.19 0.90 -1.18 0.751
N 1.09513 0.04666 -0.97839 1.36 0.07 1.01 -0.654
C -0.20956 0.47951 -0.89918 -2.41 1.65 -1.10 -0.375
C -0.94587 0.11272 0.31692 0.71 -1.44 3.07 -0.202
C -0.51850 -0.46980 1.47557 -0.35 -0.35 -0.80 -0.548
S 1.12953 -0.88508 1.82392 0.91 0.71 -0.97 0.697
H -0.49503 -0.26400 -1.62395 -1.41 -0.47 -0.86 0.131
H -0.60094 1.49934 -1.35262 1.46 -1.53 0.74 0.160
H -1.98788 0.10881 0.29430 -1.66 0.51 -0.63 0.072
H -1.19927 -0.91984 2.25776 0.42 1.05 -1.17 0.074
H 1.54093 -0.38344 0.51178 -0.22 -1.11 1.89 -0.106

***

[8]
12
Properties=species:S:1:pos:R:3:forces:R:3:lowdin_charge:R:1 method="wB97M-V/def2-TZVPD" gap_ev=7.59 lumo_energy_ev=-1.20 total_energy_ev=-37182.9167 charge=0
C 0.26782 0.27989 -0.69820 1.29 2.36 -2.95 -0.382
C 0.29031 1.76445 -0.08879 -0.21 -4.10 -0.25 -0.733
C -1.12333 -1.74591 -0.22615 -0.45 2.97 -0.31 -0.597
H -0.05608 -0.88000 2.66375 3.11 -0.76 -2.53 0.088
H 1.43623 0.10606 -1.24116 -3.58 0.33 1.52 0.165
H -0.62214 0.49419 -1.52191 2.44 -1.34 1.79 0.087
H -0.70111 1.97531 0.19744 -1.20 0.90 0.46 0.030
H -1.04243 -2.74321 0.26276 -0.24 0.79 -0.50 0.065
N -0.08882 -0.85028 0.16996 0.02 -0.82 -1.17 -0.645
S 1.18623 -1.21563 1.33804 -4.60 0.65 2.14 0.663
S 1.55491 2.65194 0.13574 1.14 1.01 0.01 0.721
S -2.42873 -1.11075 -1.19076 2.28 -1.99 1.79 0.538

***

[9]
11
Properties=species:S:1:pos:R:3:forces:R:3:lowdin_charge:R:1 method="wB97M-V/def2-TZVPD" gap_ev="6.81 / 7.37" lumo_energy_ev="0.74 / -2.60" spin_multiplicity=3 total_energy_ev=-23389.3165 charge=0
C 2.48686 0.61376 0.60834 2.61 2.72 -1.79 -0.772
C 0.65460 2.90520 -1.42830 -1.30 -1.85 1.32 -0.092
C 1.79672 -0.12034 1.37162 -2.53 -3.37 2.78 -0.378
N 0.09829 2.15391 -0.76582 -0.20 0.48 0.13 0.082
Si 0.61547 -1.44293 0.67412 1.64 -0.62 -1.05 0.640
S 3.30634 1.42346 -0.48703 0.17 -0.07 -0.08 0.686
H 1.69785 -0.11760 2.50240 0.52 0.54 -0.85 0.068
H 1.20504 3.36278 -2.14706 1.24 1.49 -1.52 0.024
H -0.07725 -1.83219 1.81890 -1.31 -0.57 1.37 -0.117
H 1.23772 -2.78708 0.13191 -0.39 1.44 0.22 -0.055
H -0.13419 -0.63242 -0.26360 -0.47 -0.19 -0.54 -0.086

***

[10]
12
Properties=species:S:1:pos:R:3:forces:R:3:lowdin_charge:R:1 method="wB97M-V/def2-TZVPD" gap_ev="7.02 / 8.64" lumo_energy_ev="-11.69 / -10.08" spin_multiplicity=4 total_energy_ev=-24591.1915 charge=+2
H -2.16874 2.17457 3.45822 -0.05 0.24 0.78 0.012
O 0.62730 -0.01650 0.62099 -1.20 0.18 0.70 0.017
C -0.61822 -0.12030 0.28100 0.18 1.49 -1.22 -0.234
C 1.51703 -0.50889 -0.42104 0.57 -0.42 -0.26 -0.049
O -1.90929 1.69941 2.67040 -1.78 0.43 -4.82 -0.435
O -0.74871 -0.60732 -0.92796 -0.63 0.15 0.59 -0.044
C 0.54263 -0.98150 -1.49153 0.48 -0.47 -0.43 -0.058
Nd -2.69189 1.88548 0.60402 2.74 -1.73 4.44 2.188
H 2.11383 -1.31038 0.02252 -0.10 0.22 -0.13 0.154
H 2.15989 0.31853 -0.73522 -0.17 -0.16 0.19 0.150
H 0.52641 -2.06605 -1.63102 0.04 0.27 -0.04 0.152
H 0.64975 -0.46704 -2.45039 -0.08 -0.18 0.21 0.147